ORCA calculation (ωB97M-V/def2-TZVPD) on C33H40BBr2CrN11O3 as an isolated structure.

Results
⟨S²⟩: 8.792
Relative energy (zero: lowest compared OMol25 entry of this formula, charge and spin) (eV): 0.000
HOMO (spin up / spin down) (eV): -9.98 / -10.81
Largest force on an atom (eV Å⁻¹): 3.88

The geometry in ORCA input format:
```
! RIJCOSX wB97M-V def2-TZVPD def2/J DEFGRID3
* xyz 1 6
C -0.9271 3.5375 5.8198
H 3.3685 -0.2487 -8.0386
H 2.4370 1.5326 -4.7915
O -1.5700 -1.1472 -0.7776
N 0.7970 2.0408 0.4841
H 1.7681 -2.9153 -0.4350
C 3.6555 -0.6358 -5.9352
N 0.1073 -0.5599 2.2725
C -3.6970 1.3108 -0.7765
C -2.0184 -2.1927 -0.3797
H -2.1341 4.3046 7.4751
H 1.8124 1.4637 -7.0773
H -3.1661 1.7389 -1.6518
C 0.8653 -1.6739 -6.3321
H 1.8187 -2.8994 2.0813
C 1.3115 0.6663 -6.5854
N -3.3603 -1.2705 1.4488
H 4.2281 0.2935 -5.7907
C -2.0443 -4.6734 0.9844
C -3.6030 2.7157 1.3898
C -2.6434 2.7784 2.3898
C 2.9930 -0.9434 -7.2506
H 1.0005 -1.5106 -4.1510
Br -0.9889 -3.4997 -2.7812
H 2.9729 -3.0742 -1.6504
N -0.3643 2.8210 3.8814
H -4.6506 3.0482 1.4582
C 2.7238 -2.4365 -0.8793
C 2.0137 2.8130 2.1025
H -1.6391 2.5847 7.6591
O 1.3493 -0.4913 -0.8519
C -0.3615 4.6030 5.1108
H -0.2388 -1.5476 -6.3053
H 2.3326 -2.5293 -4.8240
H 4.3608 -1.3838 -5.5236
H 0.2996 4.5841 2.9593
H -4.3351 -0.4507 3.1330
H -0.3706 0.2042 5.3245
Br -1.8940 -6.3260 1.8521
H -0.2670 5.6952 5.3218
H -1.2049 -5.4779 -0.8472
C -1.6526 -4.6135 -0.2933
H 0.1808 -2.4487 4.9404
H -3.7658 -2.3230 4.6077
C -1.3309 3.5828 7.3180
H 0.9629 -2.6709 -6.8086
H -3.7126 0.2565 -0.8927
H 2.6359 3.4830 -1.9045
O 3.0328 -0.5939 -2.3788
C 1.6778 -1.7327 -4.9661
H -2.5904 3.2646 3.3540
C 2.0010 2.7417 -1.5842
B -0.3591 1.8255 2.7812
H -2.8346 -4.3774 3.7430
H 2.2801 1.7798 -1.8737
C -2.5219 -3.5322 1.6997
C -3.4810 -2.3219 3.5549
C 0.2850 -1.7722 2.8373
C -3.0631 1.8128 0.4700
N -1.8638 1.4231 0.8171
C -2.9287 -3.4636 3.0735
H 0.3697 -2.9239 1.1405
C 0.1016 -1.6414 4.1998
H 0.8890 0.7141 -4.3393
N 0.8712 2.1876 1.8164
H 0.3734 -3.8090 2.7251
H 0.2783 0.8560 -6.8002
N 2.5471 -0.5505 -4.8928
Cr -0.2321 0.2654 0.1371
N 1.5398 -0.7248 -7.1963
C 2.7071 3.1178 0.9627
H 2.8993 -0.4092 -3.8911
N -0.1300 0.3147 3.2042
C 1.7558 0.6585 -5.0980
C 2.3697 -1.0085 -1.3678
H 3.5671 -2.4873 -0.1565
H -0.4432 3.8738 7.9732
H 3.6095 3.7019 0.9062
H 0.9634 2.9851 -1.9209
C -2.6857 -2.3004 0.9307
C -3.7688 -1.2537 2.7316
C -1.6965 -3.4824 -1.0463
C -0.0988 4.1452 3.8420
C 1.9007 2.6737 -0.0940
N -1.5865 2.0200 1.9771
H 3.1723 -1.9735 -7.5955
H -4.7302 1.7310 -0.9005
H 2.2091 2.9962 3.1504
C 0.7581 -2.9493 2.1439
N -0.9528 2.4403 5.0621
C -0.2465 -0.3353 4.3895
*
```

ORCA calculation (ωB97M-V/def2-TZVPD) on C33H40BeN4P2 as an isolated structure.

Results
Relative energy (zero: lowest compared OMol25 entry of this formula, charge and spin) (eV): 0.136
HOMO (eV): -8.40
Largest force on an atom (eV Å⁻¹): 4.23

The geometry in ORCA input format:
```
! RIJCOSX wB97M-V def2-TZVPD def2/J DEFGRID3
* xyz 0 1
N 2.4623 -2.4949 -3.2745
H -0.6943 4.6109 4.5355
H 2.4277 -2.7245 4.5211
C 2.9973 -4.5658 -4.0458
C -2.3276 1.9671 3.1578
C 2.6908 -3.8241 -2.9062
C 5.0580 1.2164 -2.0501
C -1.9814 1.7647 -3.2880
H 4.0430 0.0593 -0.4004
C 4.1402 0.3687 -1.4327
C -4.1315 -0.4404 -3.6059
H 0.1143 3.0347 4.8386
C -0.2041 0.2166 6.1584
H -2.1349 1.2746 -4.2410
C -0.6729 -1.0108 -3.3805
C -1.1522 1.9173 -1.2038
H 2.1666 -4.0852 3.4473
C 3.0003 -3.6628 -5.1520
C -0.2745 0.7169 2.2323
H -5.9194 -1.0817 -4.7472
H 2.9496 0.3651 -4.4838
H -5.5548 -3.4298 -3.4047
H 3.1800 -5.6272 -4.0910
C -5.1418 -1.3098 -4.0272
H 2.5985 -4.1200 -1.8702
H -3.0664 -1.5386 6.4067
H -0.4105 3.8471 1.9305
C -1.5602 1.5007 1.9473
H -1.9685 -2.8109 4.5269
C -1.4786 -1.9468 4.9722
N -1.7096 1.0258 -2.1293
H 2.6664 -2.5697 2.7887
C -0.5607 3.5778 4.1309
C -1.8839 2.8640 4.0572
C 2.0053 -3.0010 3.5377
N -3.3061 -1.0840 -2.6794
C 0.7462 -0.4024 -3.3584
H -1.2167 -0.6057 -4.2508
H -3.2569 -3.1180 -1.9594
C 1.2701 2.7132 2.5391
H 2.4378 -1.5073 -5.2047
H 1.9416 0.8197 1.9308
C 2.6352 -2.4161 -4.6571
H -2.2688 0.8040 1.4589
H 0.7484 4.7881 2.8228
C -4.9335 -2.5471 -3.3405
H 5.2199 1.8095 -4.2281
C 3.5606 0.5116 -3.6061
H -0.2648 -0.1775 1.5829
C -1.8434 3.1187 -3.0070
H -0.3598 0.3550 3.2700
H -0.6540 -2.1101 -3.4855
H 0.3244 1.0744 6.5691
C -1.4678 -0.1387 6.6400
C -1.2984 3.2137 -1.6862
C -3.7859 -2.3986 -2.5666
C 1.0546 1.4659 2.1034
H -2.0860 3.9315 -3.6779
H 1.1169 -0.5071 -4.3904
N 3.2081 -0.0703 -2.3829
H 2.3065 3.0674 2.5678
H -3.9651 0.5741 -3.9317
H -1.0201 4.1153 -1.1574
H -0.5581 1.5241 -0.3886
H 1.4593 -0.3090 4.8405
C -2.0920 -1.2287 6.0367
P -1.6527 -0.7193 -1.8418
H 5.8810 1.7344 -1.5783
C 0.4359 -0.5579 5.1473
P 1.8574 -1.2049 -2.0914
H -1.9281 0.4162 7.4677
Be 0.5358 -2.2591 2.9868
C -0.2286 -1.5981 4.4873
H 0.7396 0.6801 -3.1283
C 4.7037 1.2849 -3.4344
H -1.3558 2.3482 1.2862
H 3.2480 -3.8753 -6.1820
H -3.2964 1.4747 3.2986
H -2.5155 3.1346 4.9261
C 0.2511 3.7918 2.7983
*
```

no.,electronic energy (a.u.)
1,-8326.7784
2,-2197.7553